{
  "formula": "C72H193F3N17O19Sr",
  "method": "ωB97M-V with the def2-TZVPD basis set",
  "charge": 1,
  "orbital_gap_ev": 7.72,
  "homo_energy_ev": -9.84,
  "species": ["Sr", "C", "O", "O", "C", "F", "F", "F", "C", "C", "H", "H", "H", "H", "H", "H", "C", "C", "C", "O", "C", "N", "H", "H", "H", "H", "H", "H", "H", "H", "H", "H", "H", "C", "C", "C", "O", "C", "N", "H", "H", "H", "H", "H", "H", "H", "H", "H", "H", "H", "C", "C", "C", "O", "C", "N", "H", "H", "H", "H", "H", "H", "H", "H", "H", "H", "H", "C", "C", "C", "O", "C", "N", "H", "H", "H", "H", "H", "H", "H", "H", "H", "H", "H", "C", "C", "C", "O", "C", "N", "H", "H", "H", "H", "H", "H", "H", "H", "H", "H", "H", "C", "C", "C", "O", "C", "N", "H", "H", "H", "H", "H", "H", "H", "H", "H", "H", "H", "C", "C", "C", "O", "C", "N", "H", "H", "H", "H", "H", "H", "H", "H", "H", "H", "H", "C", "C", "C", "O", "C", "N", "H", "H", "H", "H", "H", "H", "H", "H", "H", "H", "H", "C", "C", "C", "O", "C", "N", "H", "H", "H", "H", "H", "H", "H", "H", "H", "H", "H", "C", "C", "C", "O", "C", "N", "H", "H", "H", "H", "H", "H", "H", "H", "H", "H", "H", "C", "C", "C", "O", "C", "N", "H", "H", "H", "H", "H", "H", "H", "H", "H", "H", "H", "C", "C", "C", "O", "C", "N", "H", "H", "H", "H", "H", "H", "H", "H", "H", "H", "H", "C", "C", "C", "O", "C", "N", "H", "H", "H", "H", "H", "H", "H", "H", "H", "H", "H", "C", "C", "C", "O", "C", "N", "H", "H", "H", "H", "H", "H", "H", "H", "H", "H", "H", "C", "C", "C", "O", "C", "N", "H", "H", "H", "H", "H", "H", "H", "H", "H", "H", "H", "C", "C", "C", "O", "C", "N", "H", "H", "H", "H", "H", "H", "H", "H", "H", "H", "H", "C", "C", "C", "O", "C", "N", "H", "H", "H", "H", "H", "H", "H", "H", "H", "H", "H"],
  "positions_angstrom": [[-3.262080, -2.448661, 2.250934], [-1.346021, 0.423503, 0.377350], [-0.752034, -0.643029, -0.426598], [-2.311712, -0.254922, 1.136364], [-0.169824, 1.173189, 1.109069], [0.799841, 0.289052, 1.306335], [0.328138, 2.180514, 0.477712], [-0.492297, 1.744458, 2.256664], [-0.131067, -0.368380, -1.703977], [0.329579, -1.709720, -2.287736], [0.853084, -1.658160, -3.242397], [1.022734, -2.070001, -1.527571], [-0.456383, -2.461774, -2.356877], [0.679391, 0.360473, -1.697254], [-0.867112, 0.006514, -2.415168], [-1.786274, 1.151571, -0.303962], [-2.145584, 0.372284, 5.783211], [-2.376784, -0.811110, 4.836550], [-2.305753, -2.186871, 5.470285], [-2.217637, -3.225111, 4.484642], [-2.052902, -4.485625, 4.967940], [-3.679545, -0.757844, 4.132622], [-1.114681, 0.239390, 6.111335], [-2.775010, 0.431589, 6.671130], [-2.137662, 1.352132, 5.305773], [-1.607530, -0.869281, 4.066517], [-3.165147, -2.347912, 6.121137], [-1.414113, -2.257238, 6.093287], [-2.149047, -5.115721, 4.083734], [-2.865302, -4.702775, 5.661456], [-1.096463, -4.640734, 5.467198], [-3.748801, 0.218815, 3.884729], [-4.466356, -0.857091, 4.758056], [0.538701, 2.945568, 5.889845], [1.792154, 2.193513, 6.330639], [2.113067, 2.481907, 7.816562], [1.947211, 3.870667, 8.305919], [3.238124, 4.630512, 8.235226], [1.574210, 0.798759, 6.058265], [0.200993, 2.628695, 4.903108], [0.608888, 4.032277, 5.937099], [-0.266567, 2.685881, 6.577021], [2.700197, 2.508607, 5.816569], [3.088557, 2.021515, 7.973319], [1.484688, 1.826907, 8.420060], [3.995480, 4.062065, 8.775037], [3.150336, 5.569239, 8.782195], [3.517225, 4.885757, 7.212952], [1.423302, 0.630040, 5.073957], [2.384573, 0.223760, 6.239341], [-3.071185, -7.474248, 2.549875], [-2.613624, -6.240061, 1.718261], [-2.393083, -6.567610, 0.269840], [-1.751310, -5.436790, -0.353692], [-1.037366, -5.849282, -1.489290], [-3.623995, -5.199877, 1.812387], [-4.029840, -7.831770, 2.174025], [-3.142751, -7.361983, 3.631705], [-2.326466, -8.260738, 2.427663], [-1.707045, -5.883959, 2.207566], [-3.285291, -6.888221, -0.268009], [-1.687685, -7.396548, 0.211739], [-0.743329, -4.964466, -2.053868], [-1.662244, -6.533945, -2.062763], [-0.123800, -6.407380, -1.284254], [-4.269115, -5.415394, 2.559031], [-4.071838, -5.213694, 0.907214], [5.224044, -2.920437, -6.233825], [4.730793, -2.055440, -5.059999], [4.203198, -2.819810, -3.854438], [2.951537, -3.421819, -4.191496], [2.720553, -4.502946, -3.262097], [5.780029, -1.145984, -4.759694], [6.098980, -3.527328, -6.000853], [5.613570, -2.349751, -7.076850], [4.561193, -3.739269, -6.513529], [3.935897, -1.400186, -5.416213], [4.004084, -2.104136, -3.056770], [4.974220, -3.542401, -3.587055], [3.400518, -5.346268, -3.382821], [1.724935, -4.867690, -3.514662], [2.752020, -4.196595, -2.216507], [6.626558, -1.596051, -4.441994], [5.476533, -0.509677, -4.036433], [-0.026190, -4.669594, -7.494091], [0.329431, -3.194557, -7.341097], [-0.200483, -2.568011, -5.992432], [-1.602234, -2.533525, -5.705784], [-2.326084, -1.672200, -6.575311], [1.749478, -3.068291, -7.345866], [-1.075793, -4.754011, -7.775694], [0.143176, -5.220710, -6.569067], [0.596166, -5.111337, -8.272320], [-0.074626, -2.630057, -8.181450], [0.189975, -1.565022, -5.820236], [0.332230, -3.055511, -5.175946], [-3.400807, -1.724916, -6.401295], [-2.229358, -1.974523, -7.618069], [-1.952584, -0.654882, -6.458443], [1.963758, -3.331252, -6.394534], [2.000230, -2.092986, -7.423307], [-4.084253, 1.266428, -2.938347], [-4.576259, 1.144738, -4.428310], [-5.898896, 0.470866, -4.671501], [-5.696587, -0.903180, -4.333569], [-6.958523, -1.537130, -4.322435], [-4.527155, 2.513370, -4.925762], [-3.794380, 0.380719, -2.373022], [-4.811283, 1.872768, -2.398092], [-3.200420, 1.904270, -2.928812], [-3.829476, 0.543001, -4.946322], [-6.295535, 0.527845, -5.685171], [-6.677465, 0.906301, -4.045138], [-6.919224, -2.531998, -3.878830], [-7.373489, -1.562085, -5.330041], [-7.683236, -1.020267, -3.693361], [-5.249475, 3.143233, -4.606952], [-4.719488, 2.474908, -5.916526], [-0.178490, 5.241947, 3.061633], [-0.120521, 6.780583, 3.013469], [-1.435449, 7.415706, 2.384405], [-1.548118, 7.180942, 0.984902], [-2.704585, 7.669342, 0.361969], [0.257825, 7.125706, 4.369198], [0.752866, 4.790812, 3.403908], [-0.428406, 4.798767, 2.097662], [-0.902062, 4.913501, 3.807731], [0.704563, 7.014850, 2.340823], [-1.505477, 8.503167, 2.409269], [-2.331244, 7.116848, 2.928775], [-3.652778, 7.558822, 0.888091], [-2.904976, 7.200052, -0.601213], [-2.671925, 8.736552, 0.142683], [1.187505, 6.756055, 4.507616], [0.300153, 8.131354, 4.285650], [7.419355, 1.513937, 4.463400], [6.325111, 2.590259, 4.603786], [5.055972, 2.173168, 3.798737], [4.089130, 3.242210, 3.635443], [3.085832, 2.929110, 2.622997], [6.015500, 2.629410, 6.033951], [7.802366, 1.449526, 3.444945], [7.129667, 0.531922, 4.837357], [8.301205, 1.833265, 5.018801], [6.699264, 3.586038, 4.365994], [4.626971, 1.272479, 4.237841], [5.391257, 1.931161, 2.790213], [2.644996, 1.937802, 2.728244], [3.624805, 2.895092, 1.676187], [2.310864, 3.694783, 2.587483], [6.854539, 2.672301, 6.594545], [5.538389, 3.508984, 6.171131], [-7.303969, -1.019480, -0.407247], [-6.195383, -0.815303, 0.639536], [-6.750030, -0.011059, 1.858010], [-6.807172, 1.397490, 1.728895], [-7.744965, 1.956358, 2.677053], [-5.764672, -2.114672, 1.175323], [-8.097918, -1.656021, -0.016637], [-6.952987, -1.523004, -1.308019], [-7.711837, -0.099721, -0.826493], [-5.317900, -0.275924, 0.282909], [-6.054669, -0.194964, 2.677012], [-7.702012, -0.403825, 2.215181], [-7.416297, 1.645867, 3.668857], [-8.734157, 1.604582, 2.384082], [-7.691364, 3.042010, 2.595931], [-6.572441, -2.566245, 1.579918], [-5.563644, -2.732862, 0.402335], [6.481893, 4.446030, 1.044829], [6.083763, 5.517888, -0.005361], [5.248443, 6.743150, 0.530499], [4.124609, 6.396438, 1.344028], [3.006878, 6.016559, 0.538664], [7.356064, 5.968578, -0.541351], [5.603130, 3.917052, 1.413697], [6.887618, 4.903167, 1.947336], [7.111837, 3.652435, 0.642978], [5.508944, 5.058448, -0.809469], [5.017415, 7.491185, -0.227897], [5.805699, 7.360712, 1.234898], [2.558246, 6.845795, -0.008314], [2.196502, 5.544561, 1.094207], [3.402247, 5.282635, -0.163569], [7.333948, 6.778917, -1.143809], [7.596083, 5.200182, -1.151316], [-3.164770, -2.437367, -2.699665], [-4.044971, -2.837913, -1.515990], [-4.775422, -4.201155, -1.713808], [-5.459088, -4.340250, -0.444308], [-6.613208, -5.245636, -0.652409], [-3.067691, -2.866145, -0.407212], [-2.519025, -3.256791, -3.015338], [-2.610288, -1.525423, -2.478263], [-3.600331, -2.196649, -3.669425], [-4.891083, -2.174140, -1.338194], [-4.091425, -5.035567, -1.868766], [-5.436249, -4.200599, -2.580645], [-7.357393, -4.955560, -1.394126], [-7.139051, -5.452839, 0.279611], [-6.301348, -6.267396, -0.868840], [-2.492421, -3.666148, -0.628924], [-2.532781, -2.048392, -0.662674], [0.905659, 1.147016, -4.806272], [2.055530, 0.903323, -5.845525], [1.635319, 1.074694, -7.362300], [0.819745, 0.020090, -7.807916], [0.405654, 0.231178, -9.203896], [3.086756, 1.882238, -5.592932], [0.685844, 0.231679, -4.256769], [-0.061065, 1.483217, -5.181140], [1.199613, 1.895213, -4.070154], [2.451246, -0.095267, -5.660248], [2.595622, 1.025068, -7.875595], [1.255215, 2.057586, -7.640767], [-0.457258, -0.387400, -9.450567], [1.216005, -0.002019, -9.894583], [0.153862, 1.279972, -9.361146], [2.774440, 2.781528, -5.930329], [3.826763, 1.598413, -6.218984], [-3.701216, 3.809576, 1.320014], [-3.760787, 3.334085, 2.764211], [-4.776998, 3.956800, 3.725601], [-4.812100, 5.376813, 3.669140], [-5.961044, 5.954579, 4.240087], [-3.982705, 1.913351, 2.664670], [-2.844908, 3.431663, 0.761431], [-3.550232, 4.888840, 1.297804], [-4.548650, 3.561752, 0.680854], [-2.744193, 3.395321, 3.152659], [-4.513024, 3.641203, 4.734969], [-5.779790, 3.626833, 3.454259], [-5.927894, 7.031998, 4.078323], [-6.111710, 5.792906, 5.307445], [-6.932504, 5.640364, 3.858467], [-4.877408, 1.798861, 2.210244], [-3.351844, 1.369668, 2.093251], [0.779382, -2.346820, 3.367148], [0.698141, -3.248481, 2.192865], [1.078052, -4.674679, 2.554280], [0.994839, -5.460809, 1.392030], [1.039379, -6.841040, 1.703781], [-0.601258, -2.984436, 1.664754], [0.527864, -1.302623, 3.181446], [1.794981, -2.342491, 3.762932], [0.095305, -2.693059, 4.141916], [1.398534, -2.930312, 1.420650], [0.466015, -5.155406, 3.317436], [2.100831, -4.706161, 2.929822], [1.971047, -6.983773, 2.251258], [1.195624, -7.434116, 0.802707], [0.224799, -7.170703, 2.348674], [-0.540224, -2.046664, 1.294670], [-0.693791, -3.597516, 0.867469], [-0.309573, 6.923659, -2.387686], [-0.496306, 5.458532, -2.031051], [0.386509, 4.605338, -2.890681], [0.164294, 4.778679, -4.269106], [-1.154106, 4.566392, -4.719036], [-0.063979, 5.244565, -0.669256], [0.744240, 7.175504, -2.268779], [-0.782081, 7.626353, -1.701341], [-0.578140, 7.124505, -3.424820], [-1.524477, 5.117832, -2.153079], [0.154884, 3.571971, -2.632588], [1.418979, 4.908503, -2.716926], [-1.923434, 5.252771, -4.365316], [-1.478448, 3.535291, -4.578555], [-1.177283, 4.673671, -5.803498], [-0.290851, 4.297458, -0.401634], [-0.620764, 5.843463, -0.076454], [4.328170, -5.793177, 1.032391], [4.966597, -6.294247, 2.380927], [6.094633, -7.329176, 2.229608], [5.430727, -8.416989, 1.569620], [6.249312, -9.511085, 1.092689], [5.535929, -5.040986, 2.889269], [5.124435, -5.529373, 0.336358], [3.681476, -4.915751, 1.037156], [3.622591, -6.388101, 0.452461], [4.216109, -6.761016, 3.018875], [6.322450, -7.634054, 3.250996], [6.993715, -6.945732, 1.747180], [7.148606, -9.205450, 0.557938], [5.715779, -10.267989, 0.517761], [6.510245, -9.999826, 2.031384], [6.021845, -5.186778, 3.762623], [4.819887, -4.376837, 3.146706], [3.015134, 2.416274, -1.733069], [3.954713, 1.197088, -1.849624], [3.799575, 0.148936, -0.719666], [4.532055, 0.539739, 0.473095], [4.447084, -0.475560, 1.449479], [3.582529, 0.564225, -3.108333], [1.969500, 2.154356, -1.894811], [3.350152, 3.057843, -2.548093], [3.268607, 2.977339, -0.833593], [5.014346, 1.449478, -1.809906], [4.138034, -0.864053, -0.937397], [2.727575, 0.089453, -0.531568], [5.211520, -1.219184, 1.224186], [3.490772, -0.993311, 1.375305], [4.473563, -0.025137, 2.441712], [2.655336, 0.166497, -3.061073], [3.665983, 1.132767, -3.938930]],
  "forces_ev_per_a": [[0.76, 0.59, -1.28], [-1.80, -2.12, 0.27], [0.73, 0.51, -0.74], [1.82, 1.56, -0.15], [-1.57, -1.58, 0.53], [1.11, -0.55, 0.73], [1.17, 1.64, -2.86], [-1.02, -0.56, 1.94], [-1.05, -0.64, -0.68], [0.62, 0.07, 1.30], [-0.04, 0.22, 0.06], [0.38, -0.45, -0.16], [-0.22, 0.33, -0.07], [0.17, -0.02, 0.48], [-0.44, 0.52, 0.15], [-0.20, 0.34, -0.26], [1.23, -0.64, 0.01], [-1.16, -0.64, -0.01], [0.77, -0.04, 1.00], [-0.60, 2.83, -0.79], [-0.39, -1.38, 0.31], [0.20, 0.39, 0.03], [0.14, 0.22, 0.43], [-0.26, -0.33, -0.15], [-0.34, -0.21, -0.40], [0.16, 0.65, -0.20], [-0.26, -0.20, 0.07], [0.17, 0.02, 0.18], [0.22, -0.39, 0.31], [-0.03, -0.41, 0.26], [0.18, 0.00, 0.02], [-0.37, 0.70, -0.98], [0.02, -0.30, 0.63], [-0.13, 0.00, 0.29], [0.26, 1.91, -0.05], [-0.62, -0.23, 0.37], [2.23, -0.87, -1.11], [-1.43, -0.81, 0.49], [-0.22, -1.48, 0.43], [0.18, 0.11, -0.23], [0.30, -0.08, -0.14], [-0.10, -0.11, 0.14], [-0.13, 0.56, -0.56], [0.61, 0.76, 0.32], [-0.59, 0.37, 0.19], [0.18, -0.17, -0.37], [-0.58, -0.09, -0.01], [0.03, -0.36, -0.10], [-0.27, 0.41, -0.27], [0.32, 0.07, 0.46], [0.60, -0.31, -0.98], [-0.64, -0.84, 1.85], [1.88, 0.17, 0.18], [-0.50, -0.64, 0.52], [0.14, -0.16, -0.61], [0.15, 0.78, 0.03], [-0.05, -0.13, 0.02], [-0.08, 0.67, -0.06], [-0.07, -0.25, -0.13], [0.42, 0.06, -0.56], [-0.39, 0.24, -0.03], [0.06, -0.25, 0.04], [-0.22, -0.04, -0.13], [-0.09, 0.20, -0.54], [0.15, 0.02, 0.56], [-0.40, -0.16, -0.20], [-0.92, 0.56, 0.19], [0.20, -1.06, 0.32], [-0.08, -0.31, -1.26], [-0.19, 0.60, -0.97], [0.67, -1.29, 1.14], [-0.84, 0.29, -0.97], [0.97, 0.92, 0.63], [0.45, 0.20, 0.86], [-0.73, 0.26, -0.08], [-0.63, 0.55, -0.40], [-0.42, -0.28, -0.13], [0.35, 0.01, 0.26], [-0.11, -0.35, 0.33], [0.36, 0.14, -0.23], [-0.12, -0.06, 0.23], [-0.02, 0.32, 0.07], [0.11, -0.21, -0.02], [-0.06, 0.22, 0.20], [-0.41, 0.37, -0.09], [-1.48, 0.41, 0.53], [0.06, 0.26, -0.13], [-0.07, -0.59, -0.25], [0.40, -0.25, -0.18], [0.64, 0.04, 0.33], [-0.06, -0.26, 0.10], [0.01, -0.01, 0.10], [-0.08, 0.06, -0.02], [-0.09, -0.01, -0.10], [0.03, 0.54, -0.84], [-0.47, -0.87, 0.20], [0.10, -0.04, 0.64], [0.33, 0.01, -0.20], [-0.11, 0.25, -0.10], [1.14, -0.17, 0.25], [0.09, 0.28, -0.05], [-0.35, 0.39, -0.56], [0.90, 0.59, 1.24], [0.28, -0.75, 0.89], [-0.93, 0.07, 0.30], [-0.20, -0.17, 0.16], [0.17, 0.06, -1.27], [-0.55, -0.28, -0.26], [-0.28, -0.27, 0.32], [0.16, -0.03, -0.36], [0.16, 0.19, -0.28], [0.40, 0.22, -0.43], [-0.16, 0.09, 0.38], [0.49, -0.17, -0.36], [-0.09, -0.28, -0.14], [-0.03, 0.45, 0.11], [-0.22, -0.22, 0.77], [0.27, 0.11, -0.43], [-0.65, -0.10, -0.48], [-0.22, -2.00, -1.50], [0.18, 0.78, 0.71], [0.18, -1.31, -0.11], [-0.89, 0.64, -0.30], [-1.28, 1.47, -0.35], [0.25, 0.33, -0.13], [-0.03, -0.06, -0.07], [-0.30, 0.14, -0.06], [-0.07, 0.32, -0.47], [0.74, 0.44, 0.84], [-0.13, -0.68, -0.01], [0.14, -0.44, 0.75], [0.62, -0.39, 0.01], [0.49, 0.34, 0.13], [0.17, 0.18, 0.14], [0.56, 0.45, 1.02], [0.35, 0.80, -0.61], [-0.33, -1.15, 0.63], [0.56, 1.44, -0.77], [-0.48, -0.83, 0.40], [1.55, 0.06, 0.20], [-0.89, 0.19, 0.20], [-0.31, -0.24, -0.20], [-0.25, 0.09, -0.09], [-0.05, 0.01, 0.32], [0.00, -0.13, -0.99], [-0.23, 0.00, 0.32], [0.16, -0.24, -0.21], [-0.15, -0.13, 0.47], [-0.20, 0.11, -0.34], [0.30, -0.05, 0.28], [0.20, 0.01, -0.05], [-0.29, 0.07, 0.49], [0.52, 0.19, -0.69], [-1.44, 0.73, 0.72], [0.98, -0.12, 0.44], [-0.70, 0.06, -0.64], [0.90, -0.35, -0.96], [0.22, 0.26, 0.37], [-0.14, 0.20, 0.23], [0.38, -0.28, 0.04], [-0.15, 0.24, 0.50], [0.01, -0.03, -0.31], [0.28, -0.28, 0.28], [-0.40, -0.17, -0.36], [-0.43, 0.02, 0.26], [-0.18, 0.04, 0.47], [-0.02, -0.14, -0.06], [-0.35, -0.01, 0.36], [0.16, -0.11, -0.20], [-1.64, 0.28, 0.27], [-0.36, 0.58, 0.85], [0.64, -0.39, 1.54], [-0.60, 0.07, -0.70], [0.59, -0.47, -0.20], [0.52, -0.05, -0.41], [-0.32, 0.04, -0.07], [0.46, 0.09, -0.26], [0.34, 0.39, -0.16], [-0.37, -0.27, 0.03], [-0.46, -0.42, -0.68], [0.80, -0.38, 0.03], [0.15, 0.26, -0.06], [0.33, 0.07, 0.39], [-0.51, -0.15, -0.38], [-0.43, 0.26, -0.02], [0.77, 0.05, -0.17], [-0.81, 0.15, -1.63], [0.23, -1.04, -1.56], [1.15, 1.25, 1.10], [-2.20, -2.19, -1.78], [0.61, -0.50, 1.14], [-1.37, 0.04, 0.05], [0.48, -0.03, 0.57], [0.30, -0.25, 0.21], [-0.89, 0.02, 0.17], [0.45, 0.59, 0.02], [0.27, -0.14, 0.15], [-0.33, 0.32, 0.18], [0.40, 0.58, -0.12], [0.06, 0.86, 0.35], [0.59, 0.06, -0.63], [0.39, -0.24, 0.28], [0.76, 0.31, 0.88], [-0.05, -0.31, -0.14], [-2.50, 1.05, -0.34], [1.12, -1.21, 0.90], [-1.01, 0.31, -1.40], [0.51, 0.01, 1.02], [0.76, -0.20, -0.46], [0.03, -0.05, -0.02], [0.11, 0.00, -0.57], [0.23, 0.01, -0.08], [0.06, 0.03, -0.34], [0.33, -0.11, -0.41], [-0.53, 0.24, 0.55], [0.10, -0.07, 0.36], [0.18, -0.16, 0.09], [-0.18, 0.09, 0.11], [-0.09, 0.36, 0.13], [0.70, 0.35, -0.02], [0.21, 1.90, -0.28], [1.28, -0.62, -1.36], [-0.07, 0.44, -0.47], [0.10, -0.01, -0.19], [-0.42, 0.52, 0.33], [-1.48, -1.35, 1.43], [0.28, -0.42, 0.43], [-0.21, 0.29, -0.17], [-0.45, -0.04, 0.42], [0.03, 0.65, 0.33], [-0.20, -0.22, 0.18], [-0.08, -0.46, 0.10], [0.28, -0.06, -0.02], [0.71, -0.16, 0.39], [0.06, -0.51, -0.85], [-0.36, -0.21, -0.02], [0.79, 0.23, -0.21], [1.14, 0.43, 1.56], [0.87, 0.57, 0.29], [-0.42, -0.07, -0.49], [-0.69, -0.38, -0.67], [1.49, 0.42, 0.14], [-1.43, -1.29, -0.66], [-0.05, -0.08, -0.43], [0.09, 0.04, 0.30], [0.09, -0.07, 0.09], [0.66, -0.07, 0.03], [-0.46, 0.34, 0.38], [0.30, 0.22, 0.14], [0.10, -0.39, 0.38], [-0.61, 0.14, -0.11], [-0.34, -0.06, -0.21], [-0.29, 0.38, -0.40], [-0.42, -0.15, -0.51], [0.29, 0.21, 0.03], [0.10, 0.62, 0.13], [-0.50, 0.13, -0.55], [-0.12, 0.36, -0.74], [-0.04, -0.44, -0.81], [0.10, -0.11, 0.43], [0.26, -0.19, -0.18], [-0.51, -0.20, -0.09], [-0.14, 0.11, 0.11], [-0.39, 0.23, -0.24], [0.47, -0.49, 0.20], [0.06, -0.44, 0.11], [0.17, 0.09, 0.50], [-0.15, -0.20, 0.54], [0.40, 0.20, -0.09], [0.09, -0.26, 0.16], [0.05, 0.16, 0.39], [-0.06, -0.51, -0.78], [-0.29, 1.57, -1.65], [-1.75, -0.57, -0.09], [0.41, -0.11, -1.41], [0.01, 0.41, 1.91], [0.31, -0.18, 0.89], [0.21, -0.06, 0.09], [0.35, 0.59, 1.16], [0.42, -1.19, 0.35], [-0.18, 0.04, 0.15], [0.51, -0.15, 0.18], [-0.11, -0.03, -0.36], [-0.07, 0.25, -0.04], [-0.51, 0.64, -0.14], [0.72, -0.50, -0.16], [0.36, -0.21, 0.18], [-0.32, 0.07, -0.31], [2.06, 0.18, 0.39], [-1.02, -0.78, 0.12], [0.28, 0.78, 0.54], [-1.01, 0.43, -0.85], [-0.41, -0.03, -0.49], [1.16, -1.61, 0.27], [0.10, 0.05, 0.44], [-0.37, 0.18, -0.20], [-0.74, 0.06, 0.34], [0.00, 0.41, -0.43], [0.16, 0.01, -0.78], [-0.31, -0.15, 0.54], [0.29, -0.11, 0.56], [-0.33, -0.08, 0.04], [0.50, -0.21, -0.12], [-0.09, 0.11, 0.03], [-0.18, 0.51, 0.18]]
}